1.
DFT (ωB97M-V/def2-TZVPD) results for a structure of composition C33H43N3OP2Pd.

The geometry in ORCA input format:
```
! RIJCOSX wB97M-V def2-TZVPD def2/J DEFGRID3
* xyz -2 1
Pd 0.259 -0.374 -0.287
P 1.277 0.077 1.862
P -0.645 1.770 -1.209
O 2.257 -1.665 -1.614
N -0.147 -2.852 -0.425
N -1.243 -4.149 -1.820
N -1.387 0.634 1.485
C 1.321 1.884 2.337
C 0.112 0.880 -3.718
C -2.255 -1.784 4.174
C -0.958 4.137 -2.981
C -0.071 -3.464 -1.595
C 0.113 -1.492 3.994
C -0.041 -0.577 2.968
C 1.891 -4.461 -4.644
C -1.363 -0.208 2.536
C 2.937 -2.113 2.156
C 3.006 -2.568 -3.652
C -2.283 1.868 -0.339
C -3.607 1.674 1.689
C 0.966 -4.409 -3.615
C 3.374 -0.333 3.930
C 1.004 -3.465 -2.586
C -1.148 1.048 -2.867
C -1.741 -0.329 -2.584
C -0.980 -2.097 4.619
C -2.452 -0.865 3.154
C 2.915 -3.503 -4.647
C 2.597 2.533 1.803
C -0.462 3.629 -1.629
C 1.061 2.250 3.793
C 2.093 -2.501 -2.529
C 2.888 -0.622 2.507
C -2.415 1.332 0.989
C -1.371 -3.157 0.113
C -3.356 2.534 -0.912
C -4.640 2.365 1.088
C -2.072 -3.957 -0.734
C -4.550 2.778 -0.237
C 1.013 3.998 -1.462
H -3.456 -0.682 2.796
H -3.264 2.884 -1.934
H 2.629 -0.577 4.688
H 3.474 2.243 2.389
H 2.770 2.243 0.765
H -1.874 1.692 -3.377
H 4.277 -0.917 4.148
H -1.031 4.131 -0.841
H 1.176 5.073 -1.609
H 1.106 -1.781 4.311
H -5.534 2.586 1.666
H -0.748 5.209 -3.079
H 0.636 1.823 -3.893
H 1.900 1.981 4.440
H 3.651 -3.504 -5.448
H -2.029 4.000 -3.119
H -1.726 -0.973 -3.467
H 2.524 3.626 1.845
H -3.062 -4.376 -0.686
H -5.370 3.291 -0.726
H -0.138 0.444 -4.691
H 3.629 0.721 4.057
H -3.119 -2.271 4.619
H 3.596 -0.142 1.819
H -2.752 -0.273 -2.177
H 3.800 -1.828 -3.652
H 2.557 -2.275 1.144
H -0.827 -2.815 5.417
H 1.824 -5.222 -5.413
H 1.631 3.461 -2.187
H 0.901 3.330 3.891
H 0.482 2.258 1.743
H -1.080 -0.752 -1.803
H 0.173 1.741 4.170
H -1.478 -4.632 -2.665
H 0.806 0.206 -3.207
H 0.186 -5.168 -3.609
H -3.696 1.392 2.730
H 3.968 -2.480 2.208
H -0.453 3.633 -3.807
H 1.378 3.722 -0.472
H 2.334 -2.715 2.837
H -1.669 -2.755 1.069
*
```

Results
* M: 666.095 g mol⁻¹
* relative energy (zero: lowest compared OMol25 entry of this formula, charge and spin): 0.0 kJ/mol
* LUMO: 4.88 eV
* calculated total energy: -63494.6538 eV
* HOMO level: 0.3 eV
* max |F|: 0.025 Eh/bohr

Atom charges from the Mulliken analysis, given in e for atoms 1 to 8:
1. Pd -1.4945
2. P 1.7596
3. P 1.3502
4. O -0.4988
5. N -0.0028
6. N -0.0389
7. N 0.5945
8. C 1.3941


2.
DFT (ωB97M-V/def2-TZVPD) results for a structure of composition C33H44AsBr2HoN4OS2.

The geometry in ORCA input format:
```
! RIJCOSX wB97M-V def2-TZVPD def2/J DEFGRID3
* xyz 2 5
Ho -0.008 -0.199 0.556
Br -1.751 6.718 -0.968
Br -3.121 1.871 -3.258
As 1.721 -2.603 1.383
S 2.306 -0.180 -0.944
S -2.647 -0.869 2.815
O -1.154 0.726 -0.942
N 0.348 2.191 0.594
N -1.054 -0.663 2.546
N 3.095 0.802 -3.237
N 0.809 0.353 -3.147
C 1.092 -1.124 -5.106
C -4.723 -0.905 -0.660
C -3.984 -1.760 -1.437
C -3.377 0.730 3.041
C 0.259 4.874 0.588
C 1.928 2.045 2.419
C -1.374 2.077 -1.040
C -3.200 1.837 2.210
C -3.235 -1.206 1.188
C -2.590 -2.209 0.507
C 0.478 0.115 -4.548
C 4.325 -3.474 2.513
C -4.291 0.756 4.102
C 1.076 2.870 1.469
C -2.319 4.162 -1.915
C -0.530 2.853 -0.262
C 0.769 -4.189 2.034
C 3.131 -4.869 -0.319
C 2.527 -3.462 -0.239
C 3.085 1.525 -4.480
C 2.025 0.397 -2.564
C -4.982 1.921 4.382
C -4.329 -0.564 0.589
C -4.739 3.029 3.635
C -1.537 4.902 -1.114
C -3.928 2.973 2.511
C 3.233 -2.434 2.683
C 4.177 2.538 -4.528
C -2.164 2.762 -1.920
C -2.941 -2.442 -0.835
C 1.081 4.275 1.468
C -0.617 4.248 -0.247
C 0.048 -4.063 3.333
H 1.716 -3.363 -0.983
H 3.661 -1.427 2.525
H 4.115 3.208 -3.662
H -2.942 4.678 -2.626
H -4.417 -0.074 4.784
H 4.035 0.772 -2.735
H 1.572 -4.922 2.012
H 5.040 -3.258 3.330
H 2.961 2.392 2.376
H 2.097 1.989 -4.594
H -0.618 -0.984 3.400
H 0.630 -2.030 -4.698
H -5.699 1.959 5.173
H 0.085 -4.395 1.212
H 0.210 5.966 0.671
H 4.247 -4.902 -0.163
H -5.614 -0.455 -1.076
H 1.900 1.002 2.147
H -0.713 -4.814 3.446
H 1.674 2.116 3.488
H 3.280 -2.724 -0.585
H 3.173 0.846 -5.326
H -0.406 -3.084 3.508
H 2.950 -5.208 -1.380
H 2.802 -2.422 3.704
H -0.616 0.085 -4.538
H 4.794 -3.305 1.571
H -2.661 1.749 1.261
H -4.267 -1.984 -2.429
H 3.973 -4.492 2.603
H 5.176 2.022 -4.411
H 0.767 0.985 -5.138
H -4.938 0.157 1.226
H 0.036 0.068 -2.514
H 2.129 -1.181 -4.845
H -3.854 3.861 1.906
H 1.018 -1.116 -6.201
H -5.310 3.936 3.924
H 1.686 4.797 2.209
H -2.408 -3.202 -1.427
H 2.677 -5.572 0.382
H -1.800 -2.855 0.939
H 0.742 -4.237 4.142
H 4.200 3.081 -5.465
*
```

Results
* M: 976.536 g mol⁻¹
* expectation value of S²: 6.00
* relative energy (zero: lowest compared OMol25 entry of this formula, charge and spin): 0.0 kJ/mol
* LUMO (spin up / spin down): -5.14 / -5.11 eV
* calculated total energy: -291324.8151 eV
* HOMO level (spin up / spin down): -13.0 / -13.1 eV
* max |F|: 0.072 Eh/bohr

Atom charges from the Mulliken analysis, given in e for atoms 1 to 8:
1. Ho -0.0760
2. Br -0.1374
3. Br -0.1565
4. As 0.6436
5. S -0.7519
6. S 0.1365
7. O -0.2439
8. N 0.8372